Record 1
DFT (the ωB97M-V functional and the def2-TZVPD basis) results for a cluster of 2 separate species, C2H12O2Si3 in total at a distorted geometry.

Values from the calculation:
Charge   0
ΔE to the lowest compared entry with this formula, charge and spin   142.13 kcal per mole
HOMO-LUMO gap (spin up / spin down)   0.260 / 0.260 hartree
E_tot   -29989.69731 eV
E_HOMO (spin up / spin down)   -8.0 / -8.0 eV

Geometry (Å):
Si: 3.50695 0.85832 0.28815
Si: 1.39203 -0.15666 0.63568
Si: -1.02528 -0.23948 0.89081
O: 0.90250 -2.58346 -0.39421
O: 1.83404 -1.65877 0.09244
C: -1.64824 1.37868 -0.01503
C: -1.84725 -1.85872 0.54806
H: -2.73629 1.28110 -0.24908
H: -1.27917 1.53922 -0.96380
H: 0.37881 -2.03001 -0.96586
H: -1.89275 -1.92624 -0.54982
H: -2.69120 -2.22927 1.14793
H: 4.69510 -0.11442 0.31553
H: -1.00225 -2.68319 0.70565
H: -1.41959 0.15728 2.28863
H: 0.12306 -0.09351 -1.65619
H: -1.54071 2.23953 0.53626
H: 3.73030 1.80587 1.38630
H: 3.30012 1.76510 -0.96246

Cartesian forces (eV/Å) of the 6 atoms listed first:
0.24 0.77 -0.61
-1.84 -0.95 -2.15
-0.71 2.83 0.50
0.47 -0.81 0.85
1.57 -0.26 0.47
-1.96 -3.13 0.26

=====

Record 2
DFT (the ωB97M-V functional and the def2-TZVPD basis) results for the molecule C5H11NO at a distorted geometry.

Values from the calculation:
Charge   0
ΔE to the lowest compared entry with this formula, charge and spin   16.67 kcal per mole
HOMO-LUMO gap   0.382 hartree
E_tot   -8900.97453 eV
E_HOMO   -9.5 eV

Geometry (Å):
O: 1.06660 1.63766 0.04914
N: 0.82595 -0.40112 1.05007
C: -2.54453 0.17737 -0.58862
C: 2.68562 0.02309 -0.50252
C: 1.46672 0.49592 0.23413
C: -0.64169 -0.33485 1.12990
C: -1.08060 -0.05967 -0.30467
H: 2.44609 -0.05428 -1.57088
H: 3.07207 -0.93524 -0.15440
H: -3.19860 -0.63903 -0.26093
H: -0.72325 -0.92265 -0.89925
H: -2.86052 1.10391 -0.10303
H: -1.00067 -1.26889 1.58458
H: 1.22684 -1.32653 1.09064
H: -0.95458 0.48382 1.78347
H: 3.41864 0.81721 -0.38062
H: -2.68344 0.30779 -1.66793
H: -0.52064 0.89550 -0.48910

Cartesian forces (eV/Å) of the 6 atoms listed first:
0.42 -0.22 0.44
0.16 0.03 -0.04
-0.27 0.09 0.08
0.26 0.00 0.11
0.22 0.30 0.15
-0.04 0.15 0.07

=====

Record 3
DFT (the ωB97M-V functional and the def2-TZVPD basis) results for the ion C4H10NO with charge -1 at a distorted geometry.

Values from the calculation:
Charge   -1
ΔE to the lowest compared entry with this formula, charge and spin   59.43 kcal per mole
HOMO-LUMO gap   0.239 hartree
E_tot   -7844.95908 eV
E_HOMO   -2.5 eV

Geometry (Å):
O: 2.99088 0.76212 0.87256
N: 0.97185 -0.45541 -0.22264
C: 2.17190 -0.29094 0.95409
C: -1.30339 0.92153 -1.37629
C: -0.31848 -1.00876 0.21880
C: -1.45109 0.08711 0.04459
H: -1.79936 1.84865 -0.95598
H: -1.16634 0.88958 0.72178
H: -0.54798 -1.85811 -0.59569
H: 0.95001 0.61018 -0.26857
H: -0.27373 -1.36612 1.21398
H: -0.37026 1.27993 -1.58442
H: 1.55926 -0.00818 1.85132
H: 2.69998 -1.35254 0.83145
H: -2.38757 -0.31349 0.51252
H: -1.72569 0.25445 -2.21750

Cartesian forces (eV/Å) of the 6 atoms listed first:
-0.68 -1.21 -1.28
1.61 2.43 0.94
0.60 0.18 -0.06
-4.67 -2.20 2.60
-0.28 0.80 -4.09
2.53 -0.12 -0.01

=====

Record 4
DFT (the ωB97M-V functional and the def2-TZVPD basis) results for a structure of composition C2H4FNO3 at a distorted geometry.

Values from the calculation:
Charge   0
ΔE to the lowest compared entry with this formula, charge and spin   74.98 kcal per mole
HOMO-LUMO gap   0.385 hartree
E_tot   -12483.09072 eV
E_HOMO   -9.8 eV

Geometry (Å):
F: 2.52635 -0.47835 -1.08302
O: 0.46801 0.87966 0.24819
O: -0.83766 -0.21643 -1.20874
O: -1.63387 -0.31231 1.05743
N: 0.35349 -0.06297 -0.79048
C: 1.28938 -0.67967 -1.32572
C: -0.78923 0.59067 1.45978
H: 1.31677 -1.32048 -2.19282
H: -1.51562 -0.21866 -0.14834
H: -0.12612 0.19243 2.32832
H: -1.05150 1.62610 1.65539

Cartesian forces (eV/Å) of the 6 atoms listed first:
2.42 1.13 1.80
0.05 -1.38 -0.78
-2.30 -0.28 -0.84
0.20 0.89 -1.45
-1.42 2.58 3.12
1.66 -1.56 -2.17